{
  "formula": "C4H8N2O",
  "method": "ωB97M-V/def2-TZVPD",
  "species": ["C", "H", "C", "C", "H", "H", "N", "H", "O", "N", "H", "C", "H", "H", "H"],
  "positions_angstrom": [[0.6537, -0.0587, 0.5134], [-0.0031, 0.0174, 2.2984], [0.5244, 1.3460, -0.0979], [1.7935, -0.7636, -0.1205], [-2.4048, -1.2238, 0.8080], [-0.3742, 1.8145, 0.3149], [-1.5878, -0.6651, 1.0509], [-1.1028, -0.1108, -2.5742], [0.8822, 0.0362, 1.8953], [2.6453, -1.3042, -0.6857], [1.3996, 1.9323, 0.1933], [-0.6230, -0.8656, 0.2587], [-0.6346, -1.5592, -0.5872], [-1.6201, 0.0829, -2.0784], [0.4518, 1.3217, -1.1891]],
  "forces_ev_per_a": [[0.0, 0.0, -0.2], [0.1, 0.0, 0.0], [0.0, 0.1, -0.1], [0.8, -0.5, -0.5], [0.1, 0.0, 0.1], [0.1, -0.1, -0.1], [0.3, -0.2, -0.3], [-0.1, 0.0, 0.0], [-0.1, 0.0, 0.2], [-0.8, 0.5, 0.6], [-0.1, -0.1, -0.1], [-0.3, 0.0, 0.2], [0.0, 0.1, 0.1], [0.0, 0.0, -0.1], [0.0, 0.0, 0.2]],
  "spin_multiplicity": 1,
  "homo_ev": -10.8740,
  "molar_mass_g_mol": 100.12,
  "relative_energy_kcal_mol": 66.9
}

{
  "formula": "C2H4N4O6S",
  "method": "ωB97M-V/def2-TZVPD",
  "species": ["O", "S", "H", "N", "C", "O", "H", "O", "O", "N", "O", "O", "N", "H", "N", "C", "H"],
  "positions_angstrom": [[-2.3230, 0.0048, -1.9436], [-0.4000, -0.9838, -0.8332], [-0.6072, 2.1465, 0.7827], [-0.9306, 0.5961, -0.4700], [-0.0330, 1.4829, 0.2078], [2.1909, -1.7003, 1.8361], [0.7735, 1.9087, -0.2700], [0.3056, -1.0247, -2.0730], [-1.3108, -1.8591, -0.2340], [0.8022, -0.7396, 0.4296], [1.4452, -2.7887, 0.1383], [-2.0512, 2.1294, -1.5739], [-1.8412, 0.9768, -1.4188], [1.6059, 0.8647, 1.3867], [1.5393, -1.8351, 0.8479], [0.7043, 0.5005, 1.1823], [0.1299, 0.3210, 2.0052]],
  "forces_ev_per_a": [[-1.7, -3.3, -1.9], [-0.1, 2.6, -1.5], [-0.6, 1.3, 0.5], [1.8, -0.7, 1.4], [-0.6, -2.9, 1.8], [1.3, 0.9, 2.2], [1.2, 1.4, -2.0], [0.1, -1.0, 0.8], [-0.4, -1.9, 0.3], [-1.4, 1.9, -0.2], [-0.3, -1.7, -1.7], [-0.7, 4.9, -0.6], [1.1, -0.8, 1.1], [3.9, 1.1, 1.3], [0.1, -0.4, 0.1], [-2.3, -1.0, -4.0], [-1.5, -0.5, 2.6]],
  "s_squared": 2.009,
  "spin_multiplicity": 3,
  "homo_ev": [-4.8815, -10.6744],
  "molar_mass_g_mol": 212.14,
  "relative_energy_kcal_mol": 54.0
}

{
  "formula": "CH9N3",
  "method": "ωB97M-V/def2-TZVPD",
  "species": ["N", "H", "N", "H", "H", "H", "H", "H", "N", "H", "H", "C", "H"],
  "positions_angstrom": [[-2.4577, -0.0525, 0.2149], [-0.5058, -0.6140, -0.9202], [2.4225, 0.2787, 0.3840], [-3.2253, -0.4424, -0.3097], [0.9102, -1.0276, 0.8937], [-2.5101, -0.4317, 1.1913], [2.5838, 1.0644, -0.2235], [-2.5487, 0.9591, 0.2623], [0.4800, -0.3418, -1.0323], [0.4331, 0.6613, 0.8546], [2.9590, -0.5068, -0.0455], [1.0107, -0.1143, 0.3241], [0.4482, 0.5676, -1.5937]],
  "forces_ev_per_a": [[0.2, -0.4, 1.4], [0.5, 0.2, -0.1], [0.0, -1.6, -0.5], [-0.2, 0.1, 0.0], [-0.1, -0.3, 0.0], [0.0, 0.6, -1.3], [0.0, 0.4, -0.2], [-0.1, -0.3, 0.0], [-0.2, 1.1, -0.7], [0.2, -0.1, 0.0], [-0.4, 0.9, 0.5], [0.0, 1.0, -0.2], [0.1, -1.6, 1.2]],
  "spin_multiplicity": 1,
  "homo_ev": -8.9956,
  "molar_mass_g_mol": 63.10,
  "relative_energy_kcal_mol": 2.8
}

{
  "formula": "CH10CuNO",
  "method": "ωB97M-V/def2-TZVPD",
  "species": ["H", "N", "H", "H", "C", "H", "O", "H", "H", "H", "H", "H", "H", "Cu"],
  "positions_angstrom": [[-1.6499, -1.4004, -0.3710], [2.5209, 1.0216, -1.4754], [2.7408, 2.0259, -1.5756], [-1.9430, -0.1039, 0.7775], [-2.4278, -0.7361, 0.0176], [-2.8243, -0.1262, -0.7800], [0.9809, 0.0788, 1.7993], [2.0728, 0.8290, -2.3889], [3.4206, 0.5396, -1.6175], [-4.1155, -1.5754, 0.6777], [-3.1360, -1.3669, 0.4365], [1.6085, -0.5493, 2.2227], [1.1863, 0.9245, 2.2352], [1.5656, 0.4388, 0.0418]],
  "forces_ev_per_a": [[0.4, -0.1, -0.4], [0.6, 0.4, -2.4], [0.0, -0.3, 0.5], [-0.3, 0.0, 0.0], [4.9, 2.5, -1.6], [-0.4, 0.1, -0.2], [-0.2, -0.5, 1.0], [-0.3, -0.1, 0.4], [-0.1, 0.1, 0.5], [-3.2, -1.3, 1.1], [-1.4, -1.2, 1.0], [-0.1, 0.1, -0.1], [0.0, 0.3, 0.3], [0.0, 0.0, -0.2]],
  "s_squared": 0.771,
  "spin_multiplicity": 2,
  "homo_ev": [-0.8656, -0.3071],
  "molar_mass_g_mol": 115.64,
  "total_charge": -1
}

{
  "formula": "C6H14NO",
  "method": "ωB97M-V/def2-TZVPD",
  "species": ["H", "H", "H", "H", "C", "C", "N", "H", "C", "C", "H", "H", "H", "C", "H", "H", "H", "O", "H", "C", "H", "H"],
  "positions_angstrom": [[1.6865, 0.1957, -1.6867], [0.6294, -1.9591, -0.6794], [1.5250, 3.1053, -0.8877], [1.3856, 0.2830, 0.8892], [-0.8529, -0.7140, 1.4417], [2.0091, 2.2773, -1.2341], [-0.6271, -0.2771, 0.0783], [-0.3433, -1.0051, -1.8273], [0.5272, 0.6145, 0.1493], [-2.3212, -1.3747, 1.5942], [-2.3863, -2.2148, 0.9166], [-0.0502, -1.4133, 1.7974], [0.3869, 1.3376, -1.9266], [-0.3655, -1.4770, -0.7350], [2.9665, 2.0880, -0.5828], [-1.0939, -2.2451, -0.5819], [-0.9846, 0.1654, 2.1248], [-2.6035, -1.8556, 2.7539], [0.0206, 1.5079, 0.6557], [1.1221, 1.1080, -1.2064], [2.3410, 2.3208, -2.3162], [-2.9714, -0.4675, 1.2631]],
  "forces_ev_per_a": [[-0.9, 1.5, 0.8], [0.1, 0.3, 0.7], [-1.1, 2.6, 0.7], [-1.3, 0.2, -1.4], [-2.1, -0.3, 1.2], [4.3, -2.3, -0.4], [1.8, -1.2, 0.3], [-0.5, -1.6, 1.7], [0.1, 2.2, 0.6], [0.9, 1.3, -0.6], [-0.2, -0.2, -1.8], [-0.4, 0.5, 0.0], [-1.6, -0.1, -0.6], [0.9, 2.3, -3.0], [-1.6, 0.5, -1.1], [-0.6, 0.0, -0.2], [0.7, -0.6, -0.5], [-0.4, -0.3, 2.8], [1.2, -0.7, -0.4], [0.6, -4.0, 0.3], [-0.1, 0.7, 1.3], [0.3, -0.8, -0.3]],
  "spin_multiplicity": 1,
  "homo_ev": -2.0668,
  "molar_mass_g_mol": 116.18,
  "relative_energy_kcal_mol": 54.9,
  "total_charge": -1
}

{
  "formula": "C49H52N5OPSTi",
  "method": "ωB97M-V/def2-TZVPD",
  "species": ["H", "H", "C", "N", "H", "H", "N", "C", "C", "C", "C", "O", "H", "C", "C", "C", "C", "C", "N", "H", "C", "C", "C", "C", "H", "C", "H", "C", "H", "C", "H", "C", "H", "H", "C", "C", "H", "C", "C", "H", "H", "H", "H", "H", "H", "H", "C", "C", "C", "H", "C", "C", "H", "H", "H", "S", "C", "C", "H", "C", "C", "H", "H", "H", "C", "C", "C", "H", "H", "H", "C", "Ti", "H", "C", "H", "H", "H", "C", "H", "H", "N", "H", "H", "C", "C", "C", "H", "C", "H", "C", "C", "P", "H", "H", "H", "H", "H", "H", "C", "H", "N", "C", "H", "C", "C", "C", "H", "H", "C", "H"],
  "positions_angstrom": [[-10.3895, -7.3872, 16.6399], [-17.8574, -5.7310, 8.8637], [-16.2727, -7.4296, 10.3105], [-11.1013, -7.5967, 11.9602], [-18.7550, -4.3545, 7.2091], [-9.2092, -2.1283, 15.4872], [-12.6580, -3.0569, 14.5120], [-17.8521, -9.2327, 10.5017], [-9.3984, -1.4517, 14.6909], [-15.7519, -6.9215, 15.8479], [-13.3050, -6.6293, 16.3928], [-15.0166, -2.1284, 13.1943], [-20.9392, -3.6491, 13.5492], [-17.5537, -5.0518, 16.0375], [-16.7068, -8.7326, 9.9416], [-17.2111, -3.0862, 13.2801], [-13.6032, -2.8225, 15.5242], [-18.5907, -8.5422, 11.4510], [-14.4546, -4.9247, 15.1191], [-10.9525, -4.4374, 17.6849], [-18.1579, -3.8810, 7.9562], [-16.7633, -2.6546, 10.0332], [-11.8478, -2.0000, 14.4948], [-15.6967, -8.1174, 16.5044], [-12.7439, -3.1450, 7.4932], [-17.9689, -2.1221, 13.9650], [-9.0240, -3.2901, 12.9321], [-10.0732, -3.2845, 13.2122], [-19.6165, -5.0639, 11.9191], [-17.6421, -4.6696, 8.9619], [-9.6636, -0.8640, 12.0821], [-14.5065, -8.5953, 17.0714], [-11.0385, -0.0210, 12.8321], [-13.9029, -1.1085, 16.9702], [-10.8147, -6.7466, 15.8433], [-12.3297, -4.5886, 10.4820], [-11.1565, -7.3556, 15.0140], [-19.1687, -4.2873, 12.5454], [-14.5096, -6.2199, 15.7846], [-18.1995, -10.2143, 10.2028], [-13.9509, -1.9888, 11.4016], [-9.1900, -7.8746, 10.9748], [-19.1663, -6.9541, 15.1181], [-17.4501, -1.2650, 14.4090], [-16.9401, -6.1109, 14.2757], [-11.7656, -5.1564, 8.4878], [-19.9021, -3.3953, 13.3324], [-18.1787, -7.4072, 15.4425], [-18.2351, -7.2485, 11.7324], [-11.2613, -1.4374, 11.7956], [-17.2586, -1.9063, 8.9741], [-14.3637, -3.9010, 15.9535], [-18.2801, -1.8219, 7.1713], [-18.0389, -8.3058, 14.8407], [-14.7948, -3.8635, 16.9582], [-13.5089, -6.5452, 12.7872], [-17.0662, -6.3594, 15.3452], [-17.0267, -6.6760, 11.2463], [-9.6291, -0.4802, 15.0777], [-13.3103, -7.9119, 16.9577], [-10.6098, -0.9657, 12.5624], [-12.3782, -8.4007, 17.2915], [-12.6358, -4.7271, 18.0848], [-18.7780, -6.7323, 12.5328], [-10.5260, -1.9473, 13.7435], [-13.5392, -2.3715, 9.3652], [-17.7935, -4.2109, 12.6090], [-12.1129, -5.1686, 15.4680], [-11.3863, -5.9978, 18.3567], [-16.1064, -9.2870, 9.2642], [-12.2709, -0.9871, 15.4590], [-14.0827, -4.1973, 13.3072], [-19.3722, -9.1279, 11.9056], [-12.8268, -3.2966, 8.5961], [-16.6128, -8.7179, 16.5501], [-17.5591, -5.1320, 17.1129], [-9.7154, -5.4281, 9.8840], [-19.3614, -2.3198, 14.0478], [-11.8165, -0.0258, 15.6309], [-11.8789, -8.7563, 13.5922], [-11.5627, -5.6899, 11.0455], [-10.1820, -4.0938, 13.9137], [-13.9035, -1.4588, 8.9229], [-11.7456, -5.2267, 17.6656], [-15.7561, -3.0830, 13.2744], [-13.3455, -1.5277, 16.1160], [-14.4137, -9.5538, 17.5567], [-11.1372, -8.8317, 12.7714], [-17.1238, -0.8190, 8.9501], [-17.9713, -2.4888, 7.9745], [-13.5430, -2.6902, 10.7062], [-16.5155, -4.9546, 11.5203], [-10.0867, -9.0476, 13.0972], [-11.4696, -9.5864, 12.1153], [-15.3395, -7.0094, 9.9241], [-16.2968, -2.0890, 10.8231], [-18.4967, -4.7024, 15.6181], [-20.0128, -1.7427, 14.6460], [-10.3255, -6.0524, 10.5622], [-9.9637, -6.0222, 15.6264], [-13.0192, -3.7686, 11.2522], [-16.9392, -4.0444, 9.9920], [-10.7373, -3.6765, 12.3562], [-12.2788, -4.4321, 9.1492], [-12.0196, -6.6299, 11.9083], [-10.0413, -7.2483, 11.1108], [-18.4412, -7.7516, 16.4436], [-8.5399, -1.3567, 14.0681], [-11.9974, -5.8817, 16.2789], [-16.8550, -4.2139, 15.8111]],
  "forces_ev_per_a": [[-0.5, 0.1, -0.3], [0.3, 0.1, 0.6], [-0.6, -0.4, 0.7], [0.5, 0.3, 0.0], [-0.2, -0.1, -0.6], [0.2, -0.6, 0.8], [-0.2, 0.2, -0.3], [-0.2, -0.9, -0.3], [-1.2, 0.2, -0.8], [1.3, 1.2, 0.2], [-0.4, -1.3, -1.1], [1.2, 0.2, -0.1], [0.0, 0.3, -0.5], [1.5, 0.5, -0.8], [0.6, 2.2, 0.6], [-0.8, -0.9, 0.2], [0.3, 0.3, 1.0], [0.5, -0.5, -0.9], [-0.2, -1.3, -0.1], [-0.4, -0.6, -0.4], [-0.1, 1.0, 0.1], [-0.3, -0.3, -0.9], [0.4, 0.2, 0.2], [-0.2, -1.4, 0.7], [0.0, -0.1, 1.0], [-0.2, 0.0, -0.3], [0.0, 0.2, -0.4], [-1.5, -1.5, -1.4], [-0.2, 0.5, 0.4], [-0.1, 0.4, -0.4], [0.8, 0.3, -0.1], [0.4, -0.3, -0.4], [0.0, 0.6, 0.1], [0.4, -0.2, -0.6], [1.0, 0.9, 0.8], [0.5, -1.6, 1.2], [0.5, 0.0, -0.3], [0.2, -0.1, 0.1], [-0.3, 0.5, 0.1], [0.1, -0.1, 0.1], [-0.4, 0.2, 0.2], [0.3, -0.2, 0.1], [1.1, -0.3, 0.0], [-0.3, -0.4, 0.0], [0.0, -0.1, 0.2], [-0.3, 0.5, 0.6], [-0.7, -0.5, 0.8], [-1.9, 0.5, -0.5], [0.8, 0.9, 1.7], [0.1, 0.4, 0.3], [0.5, 1.0, 0.9], [0.6, 2.1, 0.1], [-0.4, -0.5, 0.0], [0.3, 0.1, -0.1], [-0.2, -0.3, -0.3], [0.5, -0.5, -0.3], [-0.6, 0.1, -0.2], [-0.4, -0.9, -1.4], [-0.1, 0.6, 0.4], [-0.2, 0.2, 0.2], [-1.4, -1.3, -0.4], [-0.6, 0.5, 0.0], [0.2, -0.4, -0.2], [0.2, -0.2, -0.5], [0.3, 0.5, 0.1], [1.7, -1.3, -0.5], [1.0, 1.7, 0.0], [0.0, 0.4, 0.3], [-0.4, 0.1, 0.0], [0.2, -0.5, -0.5], [-0.5, -1.1, -0.3], [0.1, 0.6, -0.1], [-0.5, 0.6, 0.3], [-1.0, 0.9, -1.9], [0.6, 0.2, 0.3], [-0.4, -0.2, 0.4], [-0.7, -0.5, 0.6], [1.6, -1.3, -1.2], [0.1, -0.1, 0.0], [0.7, 0.2, -0.4], [-1.2, 1.1, -0.2], [0.0, -0.2, 0.8], [-0.3, 0.0, 0.3], [0.7, 0.9, -0.1], [-1.2, -0.2, 0.1], [-0.3, -0.1, 0.2], [-0.6, -0.2, 0.0], [0.6, 0.8, 0.5], [0.0, -0.4, 0.1], [-0.2, -0.7, -1.3], [-0.8, 1.6, -0.2], [-0.3, -0.5, 0.7], [-1.2, 0.2, 0.0], [-0.3, -1.2, -0.6], [-0.3, -0.2, 0.0], [0.2, -0.4, 0.4], [-0.2, -0.4, 0.3], [-0.4, 0.7, 0.5], [0.9, -0.1, -0.6], [-1.0, -1.1, -0.3], [0.2, -0.6, 1.5], [0.1, -0.2, 0.9], [1.2, 1.0, 0.9], [1.0, -0.4, -2.2], [-0.6, 0.5, 0.5], [-0.5, 0.1, 0.3], [0.5, 0.2, 0.2], [0.9, 0.1, -0.3], [-0.2, 0.3, 0.8], [-0.3, -0.6, 0.2]],
  "spin_multiplicity": 1,
  "homo_ev": [-12.9123, -12.9123],
  "molar_mass_g_mol": 837.90,
  "relative_energy_kcal_mol": 9.2,
  "total_charge": 2
}